Below is an isolated molecule of C4H6N2OS2 in a non-equilibrium geometry, with properties calculated with ωB97M-V/def2-TZVPD.

ΔE to the lowest compared entry with this formula, charge and spin, kJ/mol: 269.41
E_tot, eV: -30940.131
Kohn-Sham gap, eV: 7.4350
HOMO energy, hartree: -0.3353

Last column: Mulliken charge in e.
Positions of all 15 atoms, in Å:
C: -2.04063 0.79777 0.22658  0.09
C: 2.46648 -0.30570 0.82266  0.57
C: -2.88233 -0.23291 -0.53620  -0.77
C: 2.42367 -0.58762 -0.71174  -0.72
N: -0.73632 0.51069 0.47663  -0.35
N: 1.72465 0.82891 1.21627  -0.29
O: 2.92969 -1.10727 1.57293  -0.50
S: -3.41644 -0.12878 1.19761  -0.13
S: 0.40164 1.57043 0.87287  0.34
H: -2.47644 1.80385 0.02441  0.40
H: -3.41806 0.02284 -1.40105  0.34
H: -2.26919 -1.14538 -0.57282  0.28
H: 1.56917 -0.01578 -1.11992  0.26
H: 3.36384 -0.28149 -1.23957  0.26
H: 2.36028 -1.72957 -0.82866  0.23



Below is an isolated molecule of C4H6N2S in a non-equilibrium geometry, with properties calculated with ωB97M-V/def2-TZVPD.

SMILES: C1=NN=CSCC1
ΔE to the lowest compared entry with this formula, charge and spin, kJ/mol: 223.95
E_tot, eV: -18058.652
Kohn-Sham gap, eV: 9.7802
HOMO energy, hartree: -0.3342

Last column: Mulliken charge in e.
Positions of all 13 atoms, in Å:
C: 0.95919 0.92456 0.01079  -0.54
C: -0.48426 0.93126 0.29897  -0.58
C: -1.31074 0.12453 -0.69558  0.03
C: 0.61525 -1.82017 0.26877  -0.13
H: 1.27299 1.63222 -0.78905  0.33
H: 1.62128 1.09140 0.91456  0.30
H: -0.74632 0.51109 1.30172  0.31
H: -0.79661 1.98958 0.31666  0.30
H: -1.83802 0.65440 -1.48709  0.40
H: 1.08651 -2.37585 1.08301  0.44
N: -1.33682 -1.13453 -0.73024  -0.34
N: -0.65070 -1.86245 0.18396  -0.36
S: 1.60827 -0.66602 -0.67646  -0.17



Below is an isolated molecule of C4H6N2S in a non-equilibrium geometry, with properties calculated with ωB97M-V/def2-TZVPD.

SMILES: SCC1C=NN=C1
ΔE to the lowest compared entry with this formula, charge and spin, kJ/mol: 260.89
E_tot, eV: -18058.269
Kohn-Sham gap, eV: 9.8016
HOMO energy, hartree: -0.3511

Last column: Mulliken charge in e.
Positions of all 13 atoms, in Å:
C: 0.35180 0.94641 -0.63077  -0.81
C: 0.14806 -0.26999 0.16426  0.54
C: 0.12695 -1.55077 -0.66588  -0.23
C: -1.16287 -0.43979 0.78961  -0.23
H: 1.72806 2.27212 0.88165  0.13
H: 1.31934 0.85713 -1.23582  0.31
H: -0.52417 1.27634 -1.23949  0.36
H: 0.99863 -0.35896 0.94756  0.25
H: 0.95815 -1.73801 -1.33945  0.39
H: -1.64065 0.33670 1.44862  0.38
N: -0.89985 -2.24918 -0.36854  -0.48
N: -1.79428 -1.51476 0.63422  -0.40
S: 0.39084 2.43276 0.61402  -0.21



Below is an isolated molecule of C4H6N2S in a non-equilibrium geometry, with properties calculated with ωB97M-V/def2-TZVPD.

SMILES: [H]/N=C\N1C[C@H]1C=S
ΔE to the lowest compared entry with this formula, charge and spin, kJ/mol: 271.92
E_tot, eV: -18058.155
Kohn-Sham gap, eV: 8.3928
HOMO energy, hartree: -0.3325

Last column: Mulliken charge in e.
Positions of all 13 atoms, in Å:
C: -1.03309 -1.00869 -0.60717  0.01
C: -0.37116 1.22494 0.38897  -0.49
C: 0.78482 0.75724 -0.45355  0.15
C: 1.62601 -0.23740 0.18548  -0.50
H: -2.18963 -0.76713 0.95375  0.26
H: -0.54711 -1.61415 -1.33639  0.40
H: -0.46159 0.80169 1.38871  0.34
H: -0.79480 2.19013 0.28237  0.22
H: 1.26895 1.42489 -1.16264  0.38
H: 1.01637 -0.93902 0.81532  0.29
N: -1.85834 -1.51676 0.26219  -0.57
N: -0.63777 0.32238 -0.66172  -0.26
S: 3.19735 -0.63812 -0.05533  -0.22